# 1
C35H41B2BrF4N9OPb | wB97M-V/def2-TZVPD

## Properties
HOMO = -4.853 eV
Total energy = -139945.71940 eV
Total charge = -1
Energy above the lowest of the compared OMol25 structures with the same formula, charge and spin = 0.0 kcal per mole

Element x y z (Å)
Pb -1.182 -0.245 0.312
C 2.355 0.590 -0.660
C 1.604 -0.081 -1.762
C 2.053 -0.459 -3.035
C 0.961 -1.043 -3.648
C 0.866 -1.640 -5.013
N -0.070 -1.000 -2.785
N 0.326 -0.412 -1.630
B -1.509 -1.546 -2.973
N -2.525 -0.396 -2.858
N -2.552 0.356 -1.734
C -3.577 1.189 -1.833
C -3.929 2.119 -0.719
C -4.223 0.990 -3.060
C -3.532 -0.038 -3.675
C -3.802 -0.707 -4.981
N -1.801 -2.621 -1.905
N -1.647 -2.381 -0.578
C -2.020 -3.468 0.083
C -2.016 -3.538 1.572
C -2.426 -4.444 -0.835
C -2.278 -3.867 -2.078
C -2.582 -4.448 -3.419
H 3.321 0.107 -0.505
H 1.802 0.521 0.274
H 2.535 1.642 -0.889
H 3.041 -0.335 -3.447
H 1.829 -1.549 -5.513
H 0.113 -1.136 -5.619
H 0.599 -2.696 -4.968
H -1.593 -2.043 -4.059
H -3.052 2.674 -0.377
H -4.346 1.559 0.121
H -4.678 2.840 -1.045
H -5.094 1.501 -3.436
H -4.556 -0.144 -5.530
H -4.180 -1.720 -4.833
H -2.904 -0.772 -5.595
H -1.423 -2.731 2.002
H -1.588 -4.484 1.905
H -3.036 -3.454 1.948
H -2.797 -5.432 -0.617
H -2.890 -5.485 -3.301
H -1.716 -4.416 -4.079
H -3.393 -3.906 -3.907
Br 7.185 -2.423 11.496
C 6.065 -2.037 10.010
C 5.343 -0.857 9.990
C 4.531 -0.585 8.900
C 4.437 -1.479 7.837
C 5.174 -2.664 7.878
C 5.986 -2.942 8.963
N 3.584 -1.093 6.773
N 3.542 -1.940 5.844
C 2.765 -1.707 4.733
C 2.842 -2.732 3.787
C 2.169 -2.724 2.588
C 1.338 -1.642 2.226
O 0.733 -1.605 1.119
C 1.238 -0.542 3.201
N 0.434 0.476 2.834
C 0.227 1.485 3.654
C 0.844 1.526 4.915
C 1.690 0.519 5.299
C 1.922 -0.576 4.439
H 5.415 -0.160 10.814
H 3.956 0.331 8.856
H 5.099 -3.356 7.051
H 6.559 -3.859 8.998
H 3.481 -3.569 4.044
H 2.256 -3.545 1.888
H -1.221 2.982 4.093
H 0.641 2.355 5.582
H 2.175 0.539 6.260
C 0.585 3.272 1.159
C -0.070 3.755 2.451
C 0.981 4.447 3.320
C -1.179 4.751 2.113
C -0.715 2.575 3.213
H 1.024 4.114 0.618
H -0.147 2.798 0.498
H 1.373 2.547 1.362
H 1.393 5.314 2.800
H 1.807 3.774 3.559
H 0.547 4.795 4.262
H -0.781 5.596 1.546
H -1.645 5.140 3.021
H -1.958 4.276 1.513
H -1.485 2.126 2.579
F -3.579 -0.774 1.289
B -4.829 -1.292 0.754
F -4.605 -1.695 -0.563
F -5.769 -0.260 0.805
F -5.219 -2.370 1.550



# 2
C4H11N3O | wB97M-V/def2-TZVPD

## Properties
HOMO = -8.785 eV
Total energy = -10843.68609 eV
Total charge = 0
Energy above the lowest of the compared OMol25 structures with the same formula, charge and spin = 35.2 kcal per mole
SMILES = C[C@H](CN)NC(N)=O

Element x y z (Å)
C 0.664 1.698 -1.819
C 0.648 0.588 -0.681
C 1.177 -0.764 -1.305
N 1.721 -1.786 -0.412
N -0.851 0.473 -0.249
C -1.027 0.006 1.080
N -2.232 0.169 1.786
O -0.199 -0.456 1.878
H -0.379 1.827 -2.092
H 1.140 2.643 -1.615
H 1.226 1.338 -2.661
H 1.292 0.803 0.257
H 0.262 -1.072 -1.952
H 1.912 -0.668 -2.071
H 2.678 -1.737 -0.212
H 1.112 -1.903 0.333
H -1.406 1.314 -0.338
H -3.059 0.479 1.344
H -2.426 -0.525 2.456